Entry 1:
Formula: CHF2O3
Source: OMol25
Level of theory: the ωB97M-V functional and the def2-TZVPD basis

Values from the calculation:
Calculated total energy in eV: -12612.393
HOMO (spin up / spin down) in eV: -17.1 / -16.3
Charge: +1

Each line ends with the Löwdin charge.
CARTESIAN COORDINATES (ANGSTROEM)
C 1.135 -0.232 0.046  -0.24
O -0.218 1.525 -0.100  0.29
O -1.823 -0.490 -0.457  0.06
O -0.064 0.270 -0.043  0.03
F 2.120 0.547 0.215  0.39
F 1.319 -1.475 0.152  0.41
H -2.470 -0.144 0.187  0.07

---

Entry 2:
Formula: C15H27FNO7
Source: OMol25
Level of theory: the ωB97M-V functional and the def2-TZVPD basis

Values from the calculation:
Calculated total energy in eV: -34533.810
HOMO in eV: -4.3
Charge: -1

Each line ends with the Löwdin charge.
CARTESIAN COORDINATES (ANGSTROEM)
C 3.148 3.318 -0.650  -0.08
C 3.489 2.486 -1.876  -0.28
O 3.720 1.135 -1.533  -0.15
C 2.675 0.223 -1.843  -0.18
C 1.713 0.030 -0.687  -0.19
O 0.743 1.057 -0.613  -0.14
C -0.521 0.795 -1.225  -0.20
N -1.558 1.341 -0.386  -0.09
C -1.604 0.755 0.936  -0.17
C -2.064 -0.701 0.983  -0.15
F -1.370 -1.400 1.996  -0.10
C -2.914 1.425 -0.999  -0.22
C -3.275 2.889 -1.370  -0.19
C -3.730 3.176 -2.799  -0.13
C -3.110 0.350 -2.109  -0.73
O -2.547 0.553 -3.191  -0.05
O -3.769 -0.632 -1.737  -0.05
H 2.160 3.056 -0.272  0.06
H 3.149 4.379 -0.913  0.07
H 3.887 3.151 0.132  0.07
H 2.674 2.567 -2.600  0.11
H 4.393 2.876 -2.356  0.11
H 3.143 -0.736 -2.082  0.12
H 2.131 0.569 -2.725  0.12
H 2.305 0.056 0.233  0.13
H 1.257 -0.962 -0.748  0.11
H -0.586 1.280 -2.196  0.13
H -0.616 -0.287 -1.399  0.13
H -2.283 1.357 1.543  0.12
H -0.620 0.818 1.406  0.12
H -3.125 -0.790 1.213  0.11
H -1.891 -1.219 0.042  0.11
H -3.605 1.113 -0.217  0.12
H -2.409 3.511 -1.140  0.10
H -4.075 3.217 -0.698  0.09
H -3.863 4.257 -2.928  0.06
H -4.681 2.697 -3.027  0.07
H -2.994 2.837 -3.522  0.06
C 0.990 -3.487 4.652  -0.02
C 0.891 -3.581 3.152  -0.33
C 1.078 -4.958 2.552  -0.09
O 1.606 -4.656 1.254  0.06
C 2.222 -3.448 1.324  -0.56
O 2.883 -2.974 0.461  0.16
O 1.974 -2.870 2.520  0.09
H 1.854 -4.039 5.027  0.08
H 1.094 -2.446 4.955  0.09
H 0.087 -3.890 5.111  0.09
H -0.037 -3.132 2.798  0.14
H 0.160 -5.530 2.452  0.14
H 1.823 -5.541 3.102  0.13

---

Entry 3:
Formula: C3H4N2OS
Source: OMol25
Level of theory: the ωB97M-V functional and the def2-TZVPD basis

Values from the calculation:
Structure (SMILES): C=CN=C=O.N=S
Calculated total energy in eV: -19035.526
HOMO (spin up / spin down) in eV: -8.4 / -8.3

Each line ends with the Löwdin charge.
CARTESIAN COORDINATES (ANGSTROEM)
C -0.320 0.791 -0.590  -0.05
C -1.071 0.322 0.397  -0.21
N -2.150 -0.531 0.232  0.14
C -3.227 -0.792 -0.121  -0.33
O -4.280 -1.237 -0.389  0.14
H -0.510 0.626 -1.679  0.09
H 0.476 1.416 -0.282  0.02
H -0.945 0.646 1.463  0.13
N 2.496 -2.119 0.564  -0.57
S 2.456 -0.878 -0.301  0.60
H 3.130 -2.300 1.417  0.03

---

Entry 4:
Formula: C36H54BN9OPtS3Si2
Source: OMol25
Level of theory: the ωB97M-V functional and the def2-TZVPD basis

Values from the calculation:
Calculated total energy in eV: -105853.009
HOMO in eV: -7.3

Each line ends with the Löwdin charge.
CARTESIAN COORDINATES (ANGSTROEM)
Pt -0.362 -0.549 0.079  0.82
C 4.181 0.762 4.036  -0.04
C 4.890 0.892 2.684  -0.56
C 6.183 1.687 2.884  -0.05
C 5.238 -0.486 2.117  -0.04
N 4.000 1.599 1.751  0.00
C 4.266 2.803 1.142  -0.03
C 3.191 3.135 0.398  -0.03
N 2.246 2.150 0.531  0.07
B 0.874 2.149 -0.150  -0.70
N -0.026 3.249 0.415  0.08
C -0.076 4.595 0.144  -0.07
C -1.148 5.116 0.775  -0.07
N -1.772 4.106 1.468  0.01
C -1.052 2.976 1.265  -0.63
S -1.224 1.499 2.065  0.74
C -3.011 4.349 2.223  -0.55
C -4.052 4.929 1.260  -0.03
C -2.694 5.351 3.340  -0.02
C -3.589 3.077 2.837  -0.10
N 1.033 2.158 -1.673  0.06
C 0.790 3.136 -2.602  -0.05
C 1.019 2.615 -3.826  -0.05
N 1.392 1.302 -3.678  0.02
C 1.380 1.030 -2.349  -0.62
S 1.775 -0.418 -1.560  0.75
C 1.757 0.483 -4.846  -0.54
C 0.587 0.492 -5.833  -0.03
C 2.070 -0.960 -4.468  -0.09
C 2.998 1.120 -5.481  -0.02
C 2.758 1.206 1.358  -0.64
S 2.002 -0.232 1.808  0.71
H 4.822 0.238 4.739  0.09
H 3.255 0.206 3.927  0.03
H 3.955 1.745 4.442  0.09
H 6.812 1.144 3.583  0.09
H 5.987 2.669 3.308  0.09
H 6.738 1.793 1.955  0.09
H 5.907 -1.004 2.798  0.09
H 5.735 -0.389 1.155  0.09
H 4.342 -1.085 1.987  0.03
H 5.187 3.328 1.268  0.11
H 3.023 3.992 -0.219  0.12
H 0.323 1.064 0.107  -0.07
H 0.653 5.095 -0.460  0.12
H -1.507 6.123 0.764  0.12
H -3.735 5.878 0.835  0.08
H -4.986 5.088 1.794  0.09
H -4.230 4.236 0.441  0.08
H -2.394 6.316 2.939  0.08
H -1.894 4.969 3.972  0.09
H -3.578 5.502 3.956  0.09
H -3.719 2.309 2.080  0.06
H -4.561 3.302 3.268  0.09
H -2.946 2.688 3.620  0.05
H 0.431 4.104 -2.325  0.10
H 0.927 3.084 -4.782  0.13
H -0.320 0.145 -5.347  0.05
H 0.805 -0.171 -6.666  0.09
H 0.388 1.483 -6.232  0.07
H 1.222 -1.429 -3.977  0.04
H 2.929 -1.018 -3.805  0.05
H 2.294 -1.520 -5.373  0.09
H 2.796 2.131 -5.827  0.08
H 3.310 0.525 -6.336  0.09
H 3.817 1.156 -4.764  0.09
C -2.954 -2.483 1.540  -0.17
Si -1.075 -2.100 1.780  0.57
C -0.962 -1.487 3.608  -0.23
C 0.043 -3.658 1.678  -0.27
C 0.256 -4.318 0.472  -0.10
C 1.074 -5.431 0.405  -0.07
C 1.708 -5.897 1.544  -0.09
C 1.506 -5.249 2.749  -0.09
C 0.686 -4.138 2.815  -0.10
H -3.259 -3.287 2.203  0.03
H -3.177 -2.772 0.520  -0.01
H -3.548 -1.605 1.777  0.02
H -1.348 -2.248 4.278  0.03
H -1.550 -0.588 3.752  -0.02
H 0.058 -1.259 3.897  0.00
H -0.205 -3.942 -0.428  0.06
H 1.234 -5.926 -0.541  0.10
H 2.358 -6.758 1.490  0.10
H 2.001 -5.606 3.642  0.10
H 0.547 -3.647 3.765  0.09
N -2.228 0.342 -0.736  0.10
C -2.219 1.174 -1.554  -0.16
C -2.299 2.184 -2.470  -0.25
C -2.199 1.944 -3.837  -0.21
N -2.082 1.792 -4.972  0.19
C -2.455 3.501 -2.052  -0.21
N -2.559 4.598 -1.713  0.19
C -2.503 -1.756 -4.039  -0.16
Si -1.627 -2.821 -2.689  0.25
C -3.055 -3.862 -1.928  -0.18
C -0.514 -4.069 -3.653  -0.15
O -0.769 -2.016 -1.660  -0.47
H -2.738 -2.340 -4.921  0.02
H -1.862 -0.935 -4.338  -0.02
H -3.423 -1.330 -3.652  0.02
H -3.450 -4.570 -2.651  0.02
H -3.874 -3.229 -1.601  0.01
H -2.697 -4.425 -1.070  0.01
H -1.051 -4.481 -4.500  0.02
H -0.224 -4.887 -3.005  0.01
H 0.392 -3.602 -4.022  0.00

---

Entry 5:
Formula: C27H54O27
Source: OMol25
Level of theory: the ωB97M-V functional and the def2-TZVPD basis

Values from the calculation:
Structure (SMILES): COC(=O)OC.COC(=O)OC.COC(=O)OC.COC(=O)OC.COC(=O)OC.COC(=O)OC.COC(=O)OC.COC(=O)OC.COC(=O)OC
Calculated total energy in eV: -84155.969
HOMO in eV: -10.6

Each line ends with the Löwdin charge.
CARTESIAN COORDINATES (ANGSTROEM)
C -0.331 -3.229 2.661  -0.05
O -0.354 -3.483 1.275  -0.02
C 0.360 -4.440 0.686  -0.61
O 1.103 -5.188 1.257  0.15
O 0.111 -4.346 -0.606  0.00
C 0.751 -5.219 -1.505  -0.04
H -0.667 -2.198 2.741  0.08
H 0.629 -3.424 3.139  0.10
H -1.043 -3.857 3.207  0.10
H 1.818 -4.998 -1.539  0.09
H 0.346 -5.051 -2.503  0.10
H 0.554 -6.279 -1.334  0.10
C 1.094 0.145 1.285  -0.03
O 1.081 -0.273 -0.066  0.02
C 0.016 -0.003 -0.787  -0.59
O -1.047 0.428 -0.425  0.13
O 0.240 -0.482 -2.026  0.00
C -0.720 -0.146 -3.027  -0.04
H 1.267 1.225 1.325  0.11
H 1.719 -0.482 1.911  0.09
H 0.132 0.141 1.816  0.08
H -1.632 0.297 -2.646  0.08
H -0.940 -1.094 -3.530  0.10
H -0.241 0.374 -3.859  0.09
C 4.793 0.293 2.826  -0.01
O 5.315 -0.650 3.764  0.02
C 6.439 -1.252 3.472  -0.63
O 7.240 -0.923 2.640  0.14
O 6.557 -2.309 4.290  -0.02
C 7.732 -3.094 4.264  -0.05
H 4.896 -0.057 1.802  0.10
H 5.363 1.211 2.996  0.11
H 3.755 0.468 3.095  0.05
H 7.802 -3.685 3.354  0.08
H 7.615 -3.757 5.122  0.10
H 8.646 -2.541 4.480  0.10
C -3.374 -3.791 -0.024  -0.04
O -3.701 -2.444 -0.294  0.01
C -4.096 -2.066 -1.502  -0.64
O -4.149 -2.768 -2.481  0.12
O -4.392 -0.785 -1.427  0.01
C -4.930 -0.184 -2.622  -0.02
H -4.219 -4.476 -0.080  0.10
H -2.930 -3.813 0.966  0.08
H -2.617 -4.148 -0.723  0.09
H -5.923 -0.596 -2.791  0.10
H -4.233 -0.214 -3.453  0.09
H -5.059 0.847 -2.307  0.08
C -6.601 2.951 -4.867  -0.01
O -5.499 2.608 -4.025  -0.03
C -4.463 3.419 -3.904  -0.62
O -4.362 4.495 -4.410  0.15
O -3.542 2.754 -3.196  -0.02
C -2.299 3.373 -2.965  -0.04
H -6.943 3.974 -4.722  0.10
H -7.420 2.304 -4.562  0.09
H -6.280 2.726 -5.883  0.10
H -1.655 3.177 -3.830  0.09
H -1.818 2.885 -2.116  0.09
H -2.389 4.447 -2.800  0.10
C -2.591 1.256 -6.416  -0.05
O -2.166 2.589 -6.392  0.00
C -2.712 3.476 -7.230  -0.63
O -3.529 3.273 -8.087  0.13
O -2.063 4.600 -7.079  0.01
C -2.261 5.680 -7.961  -0.04
H -2.054 0.616 -7.123  0.10
H -3.652 1.141 -6.645  0.10
H -2.404 0.779 -5.452  0.08
H -3.168 6.224 -7.705  0.10
H -2.196 5.368 -9.003  0.10
H -1.437 6.382 -7.824  0.09
C 2.067 2.110 4.774  0.02
O 0.722 1.613 4.955  0.00
C 0.590 0.306 5.057  -0.63
O 1.447 -0.526 4.934  0.14
O -0.703 0.039 5.244  0.02
C -1.080 -1.212 5.711  -0.07
H 2.442 1.743 3.822  0.07
H 2.634 1.822 5.654  0.11
H 1.971 3.188 4.708  0.08
H -2.107 -1.293 6.073  0.10
H -0.558 -1.481 6.639  0.10
H -0.969 -2.110 5.099  0.07
C 0.628 5.712 4.896  -0.06
O 0.305 5.075 3.689  0.00
C -0.645 4.148 3.680  -0.64
O -1.355 3.882 4.616  0.13
O -0.679 3.557 2.501  0.01
C -1.742 2.667 2.253  -0.04
H -0.274 6.087 5.386  0.10
H 1.382 6.471 4.713  0.10
H 1.042 5.025 5.644  0.09
H -1.638 1.757 2.848  0.09
H -1.747 2.367 1.206  0.08
H -2.728 3.096 2.438  0.10
C 3.636 -2.340 -1.451  -0.03
O 3.856 -2.478 -0.061  0.00
C 4.469 -3.552 0.403  -0.63
O 4.821 -4.462 -0.301  0.13
O 4.622 -3.442 1.708  0.02
C 5.236 -4.572 2.322  -0.03
H 3.385 -3.302 -1.897  0.08
H 4.555 -1.997 -1.934  0.10
H 2.885 -1.562 -1.552  0.08
H 6.300 -4.582 2.089  0.09
H 4.705 -5.495 2.110  0.11
H 5.251 -4.442 3.404  0.09

---

Entry 6:
Formula: C5H9NO
Source: OMol25
Level of theory: the ωB97M-V functional and the def2-TZVPD basis

Values from the calculation:
Structure (SMILES): CC1=NCCOC1
Calculated total energy in eV: -8867.796
HOMO in eV: -9.0

Each line ends with the Löwdin charge.
CARTESIAN COORDINATES (ANGSTROEM)
C 0.792 -0.471 2.089  -0.04
C 0.312 -0.275 0.687  -0.36
N 1.076 -0.544 -0.277  0.08
C 0.605 -0.336 -1.623  -0.20
C -0.515 0.699 -1.682  -0.20
O -1.557 0.337 -0.797  -0.13
C -1.099 0.245 0.538  -0.15
H 1.846 -0.741 2.071  0.08
H 0.653 0.446 2.667  0.08
H 0.221 -1.269 2.570  0.08
H 1.460 -0.021 -2.228  0.11
H 0.249 -1.300 -2.006  0.12
H -0.969 0.747 -2.673  0.12
H -0.115 1.690 -1.415  0.13
H -1.170 1.231 1.034  0.13
H -1.789 -0.440 1.046  0.14